{"formula": "C28H23N7O8SSbSeTc", "method": "ωB97M-V/def2-TZVPD", "s2": 3.78, "relative_energy_kcal_mol": 14.4, "max_force_ev_per_a": 0.921, "homo_ev": [-11.50, -11.60], "total_charge": 1, "multiplicity": 4, "symbols": ["Tc", "S", "C", "C", "C", "C", "C", "C", "N", "C", "C", "C", "C", "C", "C", "C", "H", "H", "H", "H", "H", "H", "H", "H", "O", "N", "O", "O", "C", "O", "C", "C", "C", "C", "C", "C", "N", "O", "O", "N", "O", "O", "H", "H", "H", "C", "Sb", "C", "C", "H", "H", "H", "H", "H", "H", "H", "H", "H", "Se", "N", "C", "C", "C", "C", "N", "C", "N", "H", "H", "H"], "xyz": [[-0.337443, -0.303857, -0.274399], [2.039857, 1.101446, 3.269261], [0.638715, 2.129850, 3.212389], [0.230591, 3.093732, 4.129116], [-0.948268, 3.764557, 3.871553], [-1.704427, 3.487499, 2.726600], [-1.300223, 2.536869, 1.810333], [-0.111459, 1.856729, 2.068047], [0.460841, 0.857061, 1.283462], [1.554000, 0.359400, 1.814447], [2.207786, -0.740270, 1.120727], [3.459852, -1.226899, 1.471076], [4.045158, -2.215231, 0.696100], [3.384257, -2.690297, -0.428111], [2.123757, -2.208163, -0.764667], [1.493372, -1.245045, 0.017776], [0.810233, 3.304801, 5.017752], [-1.293481, 4.516166, 4.568990], [-2.624949, 4.030030, 2.556650], [-1.883770, 2.316174, 0.925680], [3.983121, -0.831711, 2.334479], [5.020073, -2.603219, 0.958447], [3.853562, -3.444180, -1.047708], [1.646319, -2.596860, -1.657872], [-2.061011, 0.736856, -0.810263], [-2.947321, 0.655922, -1.767170], [-2.836327, -0.307909, -2.491869], [-0.214435, -1.444397, 3.039486], [-1.255676, -1.206402, 2.479828], [-1.393396, -1.135637, 1.157620], [-2.523760, -0.887845, 3.210633], [-3.663785, -0.499058, 2.520977], [-4.798624, -0.188663, 3.243133], [-4.847783, -0.238133, 4.621766], [-3.689330, -0.626339, 5.268578], [-2.527677, -0.952459, 4.598801], [-3.698425, -0.686686, 6.751161], [-4.725518, -0.365202, 7.309388], [-2.649037, -0.958486, 7.297609], [-6.015824, 0.217054, 2.500655], [-5.953219, 0.192274, 1.286295], [-6.941025, 0.652693, 3.150190], [-3.670919, -0.427398, 1.444004], [-5.743961, 0.013740, 5.167537], [-1.641552, -1.247804, 5.141247], [-1.267574, -3.147455, -3.368601], [-1.363240, -2.625859, -1.319413], [-3.388572, -2.930755, -0.830297], [-0.464326, -4.278216, -0.348723], [-1.588128, -4.184464, -3.463905], [-0.250828, -3.052259, -3.747305], [-1.936064, -2.508241, -3.943382], [-3.726721, -3.815019, -1.368998], [-3.998408, -2.073545, -1.101764], [-3.450627, -3.111713, 0.241318], [-1.145431, -5.127858, -0.383449], [-0.268273, -4.002811, 0.686845], [0.473768, -4.543720, -0.831076], [3.537342, 3.000592, -1.184178], [3.248316, 2.951424, -2.921981], [2.240985, 2.120750, -3.107956], [1.698048, 1.788150, -4.381047], [0.671049, 0.908105, -4.407501], [0.161453, 0.366915, -3.193566], [0.615987, 0.640221, -1.992356], [1.686069, 1.523935, -1.919219], [2.243171, 1.865679, -0.783249], [2.115374, 2.233411, -5.274529], [0.205159, 0.599818, -5.332180], [-0.677274, -0.310824, -3.242404]], "atomic_forces_ev_per_a": [[-0.015, -0.240, 0.017], [0.032, -0.010, 0.051], [-0.025, 0.062, 0.040], [0.012, -0.018, -0.001], [-0.009, 0.020, 0.021], [-0.023, -0.004, -0.017], [0.005, 0.025, 0.054], [0.030, -0.076, -0.070], [-0.063, 0.189, 0.128], [0.010, -0.047, -0.126], [0.057, 0.009, 0.034], [-0.005, 0.013, 0.002], [0.013, 0.001, 0.016], [0.000, -0.019, -0.030], [0.052, 0.019, 0.052], [0.065, -0.035, -0.060], [-0.002, -0.006, -0.014], [0.002, -0.015, -0.013], [0.009, -0.004, -0.002], [0.017, 0.002, 0.010], [-0.008, -0.004, -0.012], [-0.009, 0.003, -0.005], [-0.005, 0.007, 0.006], [0.002, 0.009, 0.004], [-0.231, 0.004, -0.282], [0.099, -0.224, -0.056], [0.098, 0.324, 0.246], [-0.096, -0.127, 0.042], [0.177, 0.346, -0.136], [-0.176, -0.095, 0.127], [0.029, -0.095, 0.018], [-0.006, -0.035, 0.034], [-0.170, -0.184, -0.044], [0.051, -0.045, -0.036], [-0.070, -0.164, 0.097], [-0.035, -0.011, -0.023], [0.215, 0.709, 0.076], [0.067, -0.292, -0.068], [-0.216, -0.209, -0.078], [0.297, 0.867, -0.093], [-0.134, -0.280, 0.178], [-0.010, -0.355, -0.061], [-0.009, -0.012, -0.003], [-0.011, -0.003, 0.010], [0.007, -0.010, 0.003], [0.016, -0.033, -0.049], [0.123, 0.169, -0.084], [-0.026, -0.018, 0.089], [-0.031, -0.082, 0.004], [0.018, 0.020, -0.037], [0.000, -0.017, 0.006], [0.002, 0.003, 0.051], [-0.036, 0.007, 0.020], [0.045, -0.018, -0.013], [-0.025, 0.004, -0.003], [0.013, 0.010, 0.004], [0.006, -0.006, -0.012], [-0.026, -0.003, 0.018], [-0.026, -0.011, -0.026], [0.029, -0.008, 0.123], [-0.011, -0.003, -0.097], [0.071, 0.028, -0.021], [-0.105, -0.090, 0.071], [0.068, 0.101, -0.068], [0.047, 0.031, -0.004], [-0.116, -0.098, 0.003], [0.051, 0.058, -0.014], [-0.010, -0.003, 0.014], [-0.001, 0.017, 0.000], [-0.093, -0.045, -0.007]]}

***

{"formula": "C28H24AsFN7O10SV", "method": "ωB97M-V/def2-TZVPD", "s2": 0.79, "relative_energy_kcal_mol": 43.9, "max_force_ev_per_a": 1.647, "homo_ev": [-3.72, -3.70], "total_charge": -1, "multiplicity": 2, "symbols": ["V", "C", "C", "C", "C", "C", "C", "N", "N", "C", "C", "C", "C", "C", "N", "H", "H", "H", "H", "H", "H", "H", "H", "H", "O", "As", "O", "O", "C", "C", "C", "C", "C", "C", "S", "O", "O", "O", "H", "H", "H", "H", "H", "F", "C", "C", "N", "C", "C", "O", "O", "C", "O", "N", "C", "O", "H", "H", "H", "H", "N", "C", "C", "C", "N", "C", "C", "H", "H", "H", "H", "H", "H"], "xyz": [[-1.074740, 0.792057, -1.043039], [1.480717, 0.706369, 3.870924], [0.393042, -0.231335, 4.047510], [-0.461568, -0.473022, 3.025910], [-0.304260, 0.174468, 1.764818], [0.914045, 0.998756, 1.483882], [1.714070, 1.313170, 2.698317], [-1.197162, 0.088552, 0.769705], [-2.328227, -0.632832, 1.059123], [-2.988783, -0.926025, -0.047448], [-4.165918, -1.733812, -0.006806], [-4.778572, -2.077613, -1.165967], [-4.265782, -1.638040, -2.415931], [-3.149964, -0.859855, -2.405281], [-2.506843, -0.511060, -1.262093], [2.116777, 0.935938, 4.719248], [0.259098, -0.723940, 5.001868], [-1.301984, -1.142753, 3.138552], [1.360227, 0.042849, -0.215554], [2.536600, 2.004947, 2.566218], [-4.527694, -2.057473, 0.959051], [-5.669513, -2.694980, -1.138863], [-4.744779, -1.895585, -3.349393], [-2.707467, -0.472078, -3.314294], [1.257613, 3.998994, 0.934304], [0.175333, 2.654371, 0.578487], [1.837424, 0.424023, 0.549922], [0.308556, 2.378999, -1.088229], [-1.368317, 3.105445, 1.739097], [-1.235400, 2.974880, 3.112220], [-2.332013, 3.215725, 3.934923], [-3.556286, 3.576042, 3.399235], [-3.702970, 3.711809, 2.024278], [-2.612333, 3.483758, 1.212790], [-2.683957, 3.627906, -0.540190], [-1.510096, 4.415053, -0.844960], [-3.942425, 4.155366, -0.981222], [-2.522443, 2.179094, -0.913675], [1.525982, 4.364793, 0.079549], [-0.290585, 2.681208, 3.548466], [-2.223178, 3.104776, 5.006680], [-4.402990, 3.748993, 4.051997], [-4.646580, 3.994327, 1.575968], [4.328580, -2.782600, -1.416370], [4.118904, -1.457236, -1.493170], [3.208303, -0.945456, -2.316794], [3.009743, 0.415490, -2.455384], [1.912182, 0.884262, -3.287279], [0.559094, 0.469473, -2.775093], [-0.460614, 0.889154, -3.337769], [0.490610, -0.331230, -1.759477], [3.688729, 1.321862, -1.657889], [3.530449, 2.518409, -1.710323], [4.653685, 0.742647, -0.846422], [4.927920, -0.602018, -0.637635], [5.774642, -0.973555, 0.144787], [2.580676, -1.589232, -2.917711], [2.015205, 0.473833, -4.294641], [1.950163, 1.968450, -3.329315], [5.113955, 1.388751, -0.220996], [2.540107, -5.583373, -1.580661], [1.655129, -4.613993, -1.120767], [1.936687, -3.871253, 0.021268], [1.016286, -2.930540, 0.447441], [-0.139027, -2.682178, -0.166190], [-0.407088, -3.405440, -1.249351], [0.441563, -4.373004, -1.763412], [3.498549, -5.456353, -1.299283], [2.443698, -5.835478, -2.550132], [2.872147, -4.001821, 0.551527], [1.233715, -2.317641, 1.317554], [-1.343330, -3.183445, -1.755503], [0.172668, -4.918765, -2.661093]], "atomic_forces_ev_per_a": [[0.689, 1.356, -0.631], [-0.141, -0.088, 0.144], [0.193, 0.128, 0.042], [-0.017, 0.016, -0.144], [-0.016, -0.196, -0.069], [0.031, -0.023, -0.097], [-0.017, 0.043, -0.071], [-0.168, -0.390, 0.729], [0.121, 0.277, 0.054], [0.131, -0.105, -0.247], [0.042, 0.117, 0.139], [-0.071, -0.039, -0.206], [-0.126, -0.108, 0.092], [0.225, 0.065, 0.283], [-0.931, -0.980, -0.076], [0.007, -0.025, -0.011], [0.018, 0.024, 0.004], [0.007, -0.011, -0.042], [0.021, 0.078, 0.096], [-0.009, 0.020, 0.018], [-0.003, 0.015, -0.004], [0.013, 0.003, -0.010], [-0.015, -0.006, 0.017], [0.029, 0.026, -0.002], [-0.010, -0.071, -0.095], [0.184, -0.602, 0.089], [-0.023, -0.021, 0.009], [-0.314, 0.257, 0.786], [-0.362, 0.254, -0.524], [0.052, -0.018, -0.108], [-0.021, -0.013, 0.049], [-0.010, -0.003, 0.056], [0.028, 0.024, 0.018], [0.350, -0.078, 0.218], [0.307, -0.295, -0.324], [-0.041, 0.062, -0.096], [-0.209, -0.120, 0.242], [-0.259, 0.453, -0.253], [0.075, -0.026, -0.010], [0.004, -0.020, 0.010], [0.016, 0.002, -0.007], [0.008, 0.000, -0.004], [0.016, -0.001, -0.017], [0.032, 0.048, -0.034], [0.122, 0.038, 0.128], [-0.148, 0.144, -0.177], [-0.069, -0.255, 0.150], [0.289, -0.149, -0.075], [-0.434, -0.540, -0.134], [0.230, 0.105, 0.296], [0.064, 0.489, -0.199], [0.199, -0.118, -0.156], [-0.031, 0.095, 0.050], [-0.086, 0.034, 0.099], [0.048, 0.029, -0.077], [-0.008, -0.011, 0.056], [-0.011, 0.030, -0.010], [0.077, 0.118, -0.040], [-0.028, 0.015, 0.020], [0.004, -0.021, -0.035], [-0.079, -0.040, 0.067], [0.060, -0.069, -0.086], [-0.003, 0.033, 0.068], [-0.009, 0.084, -0.028], [-0.104, -0.160, 0.074], [0.100, 0.055, -0.004], [0.003, 0.033, -0.041], [0.012, 0.051, -0.026], [0.012, 0.030, -0.009], [-0.023, -0.002, 0.003], [-0.014, -0.029, 0.011], [0.000, -0.013, 0.042], [-0.012, -0.005, 0.022]]}

***

{"formula": "C28H24AuF8N2O4P2S2", "method": "ωB97M-V/def2-TZVPD", "s2": 2.01, "relative_energy_kcal_mol": 0.0, "max_force_ev_per_a": 0.316, "homo_ev": [-11.36, -12.47], "total_charge": 1, "multiplicity": 3, "symbols": ["Au", "C", "N", "P", "C", "C", "C", "C", "C", "C", "C", "C", "C", "C", "C", "C", "P", "C", "C", "C", "C", "C", "C", "C", "C", "C", "C", "C", "C", "H", "H", "H", "H", "H", "H", "H", "H", "H", "H", "H", "H", "H", "H", "H", "H", "H", "H", "H", "H", "H", "H", "H", "F", "C", "F", "H", "F", "C", "F", "F", "S", "O", "O", "N", "S", "O", "O", "C", "F", "F", "F"], "xyz": [[-0.406254, -0.513012, -0.755977], [3.440477, 0.997053, -1.407997], [2.118466, 1.639558, -1.122529], [1.842124, 1.908131, 0.508627], [3.281556, 2.704728, 1.200894], [3.956929, 3.696167, 0.485599], [5.011837, 4.360933, 1.085125], [5.388587, 4.038228, 2.383675], [4.718550, 3.048884, 3.087814], [3.662589, 2.370870, 2.497716], [0.377540, 2.897634, 0.814831], [-0.534925, 2.395217, 1.741508], [-1.642621, 3.153514, 2.092608], [-1.834225, 4.401380, 1.517071], [-0.913323, 4.909342, 0.607023], [0.201401, 4.166886, 0.260893], [0.770790, 1.013600, -2.079831], [-0.143869, 2.477712, -2.580729], [0.489560, 3.672976, -2.917113], [-0.256484, 4.747996, -3.367421], [-1.636684, 4.632521, -3.491398], [-2.269032, 3.442127, -3.166700], [-1.523960, 2.364458, -2.709396], [1.520701, 0.372631, -3.579311], [1.253785, -0.944871, -3.940060], [1.753461, -1.448217, -5.133362], [2.522759, -0.641903, -5.954713], [2.788490, 0.676771, -5.598521], [2.281967, 1.189375, -4.419818], [4.120354, 1.204459, -0.584194], [3.849936, 1.419146, -2.321431], [3.326339, -0.080374, -1.507907], [3.665473, 3.939761, -0.528762], [5.543980, 5.128314, 0.539447], [6.216569, 4.558888, 2.845567], [5.024998, 2.792194, 4.092433], [3.155132, 1.577265, 3.031164], [-0.382855, 1.417832, 2.184688], [-2.351123, 2.768322, 2.813555], [-2.700301, 4.990670, 1.787813], [-1.060074, 5.890034, 0.174137], [0.928929, 4.573383, -0.425371], [1.562836, 3.775418, -2.804784], [0.235973, 5.676633, -3.623602], [-2.217423, 5.473228, -3.846654], [-3.341777, 3.349019, -3.268791], [-2.019386, 1.432405, -2.462916], [0.677263, -1.581829, -3.284887], [1.547004, -2.472400, -5.411986], [2.918093, -1.036908, -6.880953], [3.384825, 1.304410, -6.246628], [2.476752, 2.222806, -4.161969], [-3.270300, -0.829371, -0.969241], [-2.466784, -0.114108, -0.171056], [-2.618789, -0.534566, 1.092590], [-2.669732, 0.954509, -0.257349], [0.716898, -5.390887, 0.316436], [1.273456, -4.597518, -0.578493], [0.516008, -4.559631, -1.673556], [2.479822, -5.039022, -0.894402], [1.386376, -2.871729, 0.053214], [0.008070, -2.505252, 0.415822], [1.901398, -2.089726, -1.053533], [2.336814, -3.095267, 1.263061], [2.881203, -1.878553, 2.114128], [2.926009, -2.163903, 3.504375], [2.305225, -0.616954, 1.678567], [4.639246, -1.770552, 1.549836], [4.700898, -1.826377, 0.220543], [5.138495, -0.592893, 1.945757], [5.359237, -2.747863, 2.064342]], "atomic_forces_ev_per_a": [[0.231, -0.133, -0.012], [0.038, 0.072, 0.050], [-0.091, -0.245, 0.054], [0.055, 0.080, 0.014], [-0.024, 0.004, -0.062], [0.061, 0.050, 0.032], [-0.019, -0.003, -0.056], [-0.001, -0.017, 0.031], [0.017, -0.008, -0.015], [-0.008, -0.030, 0.028], [-0.012, -0.112, -0.067], [-0.093, -0.103, -0.069], [-0.023, 0.005, -0.030], [-0.007, -0.029, 0.029], [0.039, -0.014, -0.031], [-0.011, 0.009, 0.063], [-0.069, 0.196, 0.239], [0.028, 0.017, 0.033], [0.021, 0.026, 0.015], [-0.015, -0.016, -0.007], [0.014, -0.004, -0.002], [-0.012, 0.006, 0.003], [-0.035, 0.030, -0.001], [-0.069, -0.073, 0.006], [0.085, 0.031, 0.017], [0.005, -0.011, 0.007], [-0.002, -0.011, -0.009], [0.003, 0.017, 0.013], [-0.028, 0.001, -0.049], [-0.010, -0.042, -0.056], [0.020, -0.019, 0.018], [-0.006, -0.060, -0.009], [-0.011, 0.011, -0.010], [-0.002, 0.004, 0.003], [0.002, 0.004, 0.002], [-0.002, 0.001, 0.001], [-0.023, -0.011, -0.007], [0.013, -0.024, 0.006], [0.004, 0.002, -0.004], [0.000, 0.000, 0.003], [0.003, -0.005, 0.006], [0.039, 0.020, -0.035], [-0.010, -0.011, 0.002], [-0.001, 0.005, -0.005], [-0.004, 0.002, 0.003], [-0.002, 0.006, -0.002], [0.016, 0.004, -0.025], [-0.030, -0.044, 0.034], [-0.004, 0.000, 0.003], [-0.001, -0.001, -0.002], [0.000, 0.003, -0.003], [-0.012, -0.010, -0.014], [0.054, 0.085, -0.013], [-0.058, -0.153, 0.110], [0.068, 0.092, -0.096], [-0.021, 0.028, 0.040], [0.013, -0.010, 0.010], [-0.003, 0.001, 0.070], [-0.034, -0.004, -0.042], [-0.015, -0.001, 0.002], [0.183, -0.074, 0.059], [-0.018, 0.189, -0.111], [0.030, 0.068, 0.006], [-0.199, -0.048, -0.016], [-0.085, 0.250, -0.105], [0.066, -0.060, 0.000], [-0.011, 0.075, -0.067], [-0.103, 0.051, 0.105], [0.014, 0.052, -0.081], [0.006, -0.058, 0.000], [0.061, -0.052, 0.001]]}

***

> Number 3 is which compound?

C28H24AuF8N2O4P2S2